[1]
A cluster of 15 separate species, C53H85N11O7 in total in a non-equilibrium geometry, computed with ωB97M-V with the def2-TZVPD basis set.

Computed properties:
- Largest force on an atom: 0.08037 hartree/bohr
- Energy: -3199.43830 a.u.

```
156
Properties=species:S:1:pos:R:3:lowdin_charge:R:1
C -2.2643 -2.6002 -2.2838 -0.017
C -2.3439 -3.5018 -3.5289 -0.432
O -2.2836 -4.7223 -3.3449 0.037
C -2.7011 -2.9299 -4.8853 -0.008
H -1.2652 -2.4877 -1.8629 0.068
H -2.9121 -2.9262 -1.4700 0.089
H -2.5809 -1.5762 -2.4821 0.043
H -2.3616 -3.6890 -5.5899 0.085
H -2.1665 -2.0139 -5.1370 0.060
H -3.7600 -2.6717 -4.9039 0.072
C -0.6719 -5.2797 -0.4402 -0.027
C 0.6148 -5.9595 -0.0533 -0.433
O 0.8896 -7.1425 -0.3817 0.009
C 1.5994 -5.1321 0.7539 -0.020
H -0.8932 -4.3583 0.0985 0.061
H -1.5732 -5.8921 -0.4663 0.094
H -0.5901 -4.9156 -1.4644 0.053
H 1.5271 -4.0988 0.4148 0.072
H 2.5937 -5.5217 0.5354 0.068
H 1.5010 -5.1042 1.8391 0.071
C 4.7846 -3.5409 1.4117 -0.014
C 4.8497 -2.2432 2.2558 -0.429
O 3.7686 -1.6248 2.4984 0.001
C 6.2003 -1.8172 2.6263 -0.022
H 4.4169 -4.3791 2.0035 0.087
H 5.8044 -3.7326 1.0779 0.073
H 4.1525 -3.2836 0.5618 0.053
H 6.8437 -2.6299 2.9632 0.094
H 6.0704 -1.0978 3.4348 0.086
H 6.6674 -1.3407 1.7644 0.068
C 1.1085 0.3080 -3.9897 -0.017
C 1.5286 1.6006 -3.2881 -0.419
O 1.1560 1.7618 -2.1162 -0.004
C 2.2414 2.6860 -4.0738 0.005
H 0.5106 -0.3291 -3.3380 0.067
H 2.0313 -0.2212 -4.2270 0.087
H 0.5420 0.3483 -4.9201 0.079
H 1.4962 3.3789 -4.4645 0.088
H 2.6162 2.1196 -4.9263 0.076
H 3.1377 3.0557 -3.5759 0.088
C 2.8902 3.8672 0.0864 0.020
C 3.2631 3.6588 1.5139 -0.572
O 4.1669 2.9006 1.7905 0.024
N 2.5366 4.3432 2.3775 0.053
C 2.6639 4.2474 3.8380 -0.049
H 3.7954 3.7986 -0.5169 0.093
H 2.4998 4.8835 0.1402 0.083
H 2.1789 3.1225 -0.2707 0.068
H 1.7191 4.7273 1.9255 0.092
H 3.5475 3.6838 4.1375 0.073
H 1.7593 3.9114 4.3447 0.068
H 2.9825 5.2186 4.2166 0.085
C 1.7366 2.4830 7.6605 -0.002
C 1.7357 1.6087 6.4429 -0.591
O 0.7412 0.9496 6.1697 0.036
N 2.7876 1.6800 5.6227 -0.011
C 3.0001 0.9626 4.3899 -0.063
H 0.8219 2.3076 8.2267 0.088
H 1.7243 3.4722 7.2028 0.078
H 2.6141 2.2689 8.2706 0.083
H 3.4729 2.3714 5.8919 0.124
H 4.0475 0.6839 4.2737 0.083
H 2.6475 1.5305 3.5290 0.065
H 2.5035 -0.0061 4.4454 0.079
C -1.8620 0.8844 -0.4548 0.004
C -0.9969 -0.0004 0.4067 -0.531
O -1.4990 -0.7040 1.2893 0.007
N 0.3102 0.1364 0.1379 0.049
C 1.3810 -0.5814 0.8081 -0.042
H -2.6127 0.1948 -0.8408 0.074
H -1.2984 1.3105 -1.2848 0.059
H -2.2992 1.6916 0.1329 0.055
H 0.5475 0.8867 -0.4952 0.071
H 1.0573 -1.1645 1.6703 0.069
H 2.2038 0.0630 1.1179 0.066
H 1.8361 -1.2961 0.1224 0.070
N 5.5914 1.0967 0.3240 0.041
C 5.0666 0.0118 -0.3232 -0.142
C 6.0940 -0.7765 -0.7847 -0.140
C 7.2562 -0.1487 -0.3919 -0.157
C 6.9677 0.9807 0.3781 -0.105
H 5.0107 1.7860 0.7798 0.070
H 3.9957 -0.0666 -0.4397 0.090
H 6.0619 -1.7115 -1.3242 0.091
H 8.2419 -0.5886 -0.4271 0.093
H 7.5962 1.7083 0.8702 0.105
N -2.0035 2.3033 -6.5039 0.012
C -1.7179 3.1436 -5.4745 -0.128
C -1.6353 2.3633 -4.3534 -0.157
C -2.0123 1.0728 -4.6399 -0.135
C -2.3254 1.0576 -5.9890 -0.109
H -2.0125 2.5603 -7.4806 0.149
H -1.3929 4.1423 -5.7261 0.112
H -1.2830 2.6808 -3.3831 0.091
H -2.0887 0.2413 -3.9549 0.084
H -2.7056 0.2661 -6.6177 0.106
N -0.7575 5.6636 2.2434 0.027
C -0.6533 5.2461 0.9469 -0.125
C -0.7016 3.8394 0.9723 -0.134
C -0.5384 3.4251 2.2674 -0.118
C -0.5659 4.5310 3.0521 -0.140
H -0.6957 6.6299 2.5307 0.148
H -0.7620 5.9559 0.1402 0.110
H -0.7000 3.2318 0.0795 0.080
H -0.3907 2.4100 2.6053 0.118
H -0.3649 4.6861 4.1018 0.108
N -5.6627 1.2747 1.2890 0.020
C -5.0886 0.0364 1.5540 -0.137
C -6.0531 -0.6947 2.1475 -0.122
C -7.2954 -0.0594 1.9734 -0.099
C -6.9697 1.1919 1.5551 -0.178
H -5.1574 2.0548 0.8937 0.097
H -4.0433 -0.2350 1.5494 0.099
H -5.9325 -1.6788 2.5757 0.100
H -8.3105 -0.3006 2.2524 0.095
H -7.6765 2.0015 1.4478 0.108
N -0.6239 -2.9157 3.0398 0.021
C -1.3456 -4.0436 2.9875 -0.152
C -0.7139 -4.9796 3.8291 -0.110
C 0.4725 -4.3622 4.2944 -0.139
C 0.5589 -3.1266 3.7160 -0.136
H -0.9872 -2.0807 2.6031 0.092
H -2.2741 -4.0404 2.4357 0.109
H -0.9952 -6.0201 3.8970 0.084
H 1.2106 -4.8941 4.8762 0.091
H 1.3837 -2.4322 3.7779 0.091
N -5.5940 -0.2450 -1.6206 0.053
C -5.9788 -1.5665 -1.8208 -0.120
C -6.0015 -1.8740 -3.1892 -0.101
C -5.6052 -0.6656 -3.8175 -0.148
C -5.3691 0.2739 -2.8700 -0.160
H -5.5465 0.2848 -0.7620 0.098
H -6.2335 -2.1755 -0.9660 0.102
H -6.1778 -2.8416 -3.6354 0.091
H -5.5305 -0.4646 -4.8760 0.089
H -5.0992 1.3184 -2.9210 0.078
N 3.2795 -5.2297 -2.6246 0.021
C 2.1476 -4.6507 -3.0886 -0.133
C 2.2005 -3.2907 -2.7929 -0.113
C 3.4052 -3.0617 -2.1560 -0.137
C 4.1070 -4.2559 -2.0816 -0.120
H 3.4953 -6.2085 -2.7496 0.154
H 1.3878 -5.2509 -3.5670 0.116
H 1.4500 -2.5293 -2.9462 0.072
H 3.7320 -2.1150 -1.7520 0.069
H 5.0217 -4.6475 -1.6615 0.106
N -6.3750 4.4431 -0.8006 0.023
C -5.9307 3.8905 -1.9850 -0.097
C -4.5482 3.6029 -1.8218 -0.092
C -4.2660 3.7301 -0.4521 -0.143
C -5.3446 4.3394 0.1055 -0.171
H -7.2496 4.8635 -0.5207 0.150
H -6.6444 3.8569 -2.7948 0.107
H -3.8433 3.2887 -2.5774 0.077
H -3.3623 3.5080 0.0960 0.075
H -5.4862 4.6433 1.1322 0.117
```

---

[2]
A cluster of 8 separate species, C53H87IN5O11 in total in a non-equilibrium geometry, computed with ωB97M-V with the def2-TZVPD basis set.

Computed properties:
- Total charge: +1
- Largest force on an atom: 0.09576 hartree/bohr
- Energy: -3470.22121 a.u.

```
157
Properties=species:S:1:pos:R:3:lowdin_charge:R:1
C 4.7118 -3.8975 1.2221 -0.127
C 3.4977 -2.8627 1.1736 -0.253
C 2.0605 -3.5608 1.3746 -0.199
C 1.3348 -2.8093 2.5749 -0.199
C 0.5260 -1.4826 2.0990 -0.171
C -0.9463 -1.9506 1.7809 -0.072
C -1.9257 -0.8715 1.1151 -0.309
O -3.0843 -0.5410 1.8775 0.058
C -2.8778 0.1398 3.0794 -0.345
O -3.9018 0.3903 3.7378 0.112
C -1.5334 0.5967 3.7256 -0.089
C -0.6649 1.7505 3.3110 -0.002
C 0.6430 2.0121 4.0409 -0.055
C 1.1239 1.1868 5.2184 -0.053
C 0.2239 0.0470 5.6708 -0.066
C -1.0467 -0.2306 4.9206 -0.023
N -1.0895 0.1499 0.4446 0.062
C -1.6964 1.3824 -0.1381 -0.206
O -2.5894 2.1023 0.7095 -0.165
C -3.9065 2.2806 0.1214 -0.231
C -4.6095 3.4512 0.9713 -0.062
C -0.6362 -0.5324 -0.7924 -0.291
N 0.4943 -0.3194 -1.4417 -0.349
I 1.8959 1.0865 -0.8013 1.137
C 0.8552 -1.0900 -2.6636 -0.220
C 1.6760 -0.2801 -3.7475 -0.210
C 0.9415 1.0283 -4.2630 -0.217
C 1.7826 2.2853 -4.4964 -0.055
C 1.2316 3.5840 -5.0168 -0.053
C -0.2418 3.6741 -5.3631 -0.061
C -1.0961 2.4393 -5.1159 -0.067
C -0.5308 1.1278 -4.5815 -0.038
N -1.5775 -1.5565 -1.2206 0.154
C -2.6327 -1.6405 -0.1263 -0.339
N -3.7723 -0.8754 -0.8077 0.158
C -3.6870 -0.9870 -2.0807 -0.223
O -3.7589 -1.4429 -3.2012 0.151
N -3.2816 -2.9277 0.1013 0.042
C -4.7266 -2.8678 0.4222 -0.206
C -5.0664 -4.2471 1.1932 -0.188
C -6.6280 -4.4749 1.3963 -0.241
C -7.4747 -3.1388 1.6124 -0.129
H 4.9506 -4.3661 0.2200 0.075
H 4.5855 -4.7128 1.9974 0.075
H 5.6534 -3.3243 1.5277 0.076
H 3.4603 -2.3531 0.1502 0.090
H 3.6874 -2.0768 1.9797 0.106
H 1.4151 -3.5488 0.4458 0.094
H 2.2285 -4.6348 1.7296 0.113
H 0.5462 -3.4775 3.0691 0.112
H 2.0438 -2.4828 3.3911 0.110
H 1.1019 -1.1002 1.1974 0.059
H 0.6512 -0.7439 2.9379 0.082
H -1.4683 -2.3763 2.6912 0.143
H -0.8468 -2.8024 1.0194 0.118
H -0.9811 2.4179 2.4643 0.098
H 1.2957 2.8595 3.6945 0.091
H 2.1050 1.3981 5.7463 0.101
H 0.5218 -0.5820 6.5694 0.104
H -1.6820 -1.0947 5.2940 0.118
H -0.8587 2.1109 -0.4242 0.105
H -2.2476 1.1879 -1.1247 0.128
H -4.5589 1.3651 0.2489 0.112
H -3.8703 2.6223 -0.9586 0.128
H -5.7083 3.1685 1.0513 0.084
H -4.1800 3.3620 2.0258 0.087
H -4.4590 4.4742 0.5225 0.078
H -0.0321 -1.5572 -3.1961 0.136
H 1.5022 -1.9730 -2.3244 0.143
H 1.7528 -0.9652 -4.6627 0.127
H 2.7609 -0.0775 -3.4564 0.093
H 2.8930 2.2382 -4.2575 0.077
H 1.9605 4.4425 -5.1677 0.104
H -0.6312 4.6429 -5.7787 0.093
H -2.1938 2.5476 -5.3921 0.094
H -1.2206 0.2496 -4.4348 0.088
H -1.0055 -2.4262 -1.1713 0.156
H -2.7545 -3.5815 0.6798 0.109
H -5.0390 -2.0492 1.1310 0.106
H -5.3909 -2.8940 -0.5072 0.135
H -4.6183 -4.1565 2.2466 0.118
H -4.5824 -5.1449 0.6880 0.089
H -7.0806 -4.9916 0.4834 0.115
H -6.7704 -5.0943 2.3445 0.102
H -8.3890 -3.3528 2.2526 0.067
H -6.9035 -2.3027 2.1256 0.070
H -7.8750 -2.6972 0.6409 0.078
C -12.3651 -2.5390 3.0579 -0.026
C -11.2486 -2.1751 4.0016 -0.509
O -10.4870 -3.0175 4.4335 0.053
C -11.1137 -0.7255 4.3889 -0.027
H -12.3417 -3.6132 2.8675 0.083
H -13.3280 -2.2834 3.5046 0.086
H -12.2376 -2.0122 2.1099 0.085
H -12.0212 -0.3895 4.8946 0.086
H -10.9307 -0.1184 3.5000 0.084
H -10.2699 -0.6107 5.0711 0.083
C 6.2208 4.4962 -4.2483 -0.044
C 5.7238 3.7214 -5.4387 -0.459
O 4.8004 2.9288 -5.3412 0.005
C 6.4085 3.9594 -6.7578 -0.018
H 5.6360 4.2226 -3.3701 0.067
H 7.2680 4.2568 -4.0597 0.089
H 6.1054 5.5645 -4.4266 0.076
H 7.4649 3.6961 -6.6808 0.092
H 6.3021 5.0054 -7.0476 0.078
H 5.9459 3.3337 -7.5241 0.076
C 7.9534 6.5495 0.0986 -0.020
C 7.4540 5.2859 -0.5513 -0.486
O 6.9124 5.3061 -1.6395 0.051
C 7.6524 3.9955 0.2007 -0.020
H 7.7440 7.3988 -0.5537 0.081
H 7.4426 6.7051 1.0510 0.087
H 9.0321 6.4859 0.2558 0.088
H 7.1282 4.0383 1.1577 0.085
H 8.7176 3.8190 0.3623 0.089
H 7.2456 3.1694 -0.3851 0.081
C 3.6415 -1.5071 -7.5411 -0.022
C 4.7662 -1.1549 -6.6011 -0.500
O 5.5150 -2.0081 -6.1653 0.061
C 4.9237 0.2945 -6.2241 -0.034
H 3.6471 -2.5829 -7.7250 0.084
H 2.6831 -1.2326 -7.0945 0.071
H 3.7755 -0.9885 -8.4923 0.089
H 4.0230 0.6461 -5.7192 0.055
H 5.1135 0.8932 -7.1160 0.086
H 5.7700 0.4019 -5.5442 0.089
C -5.3857 -8.5581 2.4093 -0.014
C -4.4660 -8.4819 1.2192 -0.493
O -4.3678 -7.4641 0.5607 0.047
C -3.6731 -9.7156 0.8766 -0.023
H -5.8916 -7.5996 2.5375 0.071
H -6.1382 -9.3326 2.2488 0.091
H -4.8096 -8.7737 3.3114 0.089
H -4.3500 -10.5411 0.6484 0.089
H -3.0213 -9.9823 1.7110 0.087
H -3.0555 -9.5165 -0.0006 0.083
C 9.2081 8.1306 -4.5677 -0.015
C 8.7121 7.3570 -5.7608 -0.478
O 7.7917 6.5680 -5.6632 0.048
C 9.4005 7.5987 -7.0782 -0.017
H 8.6212 7.8559 -3.6893 0.078
H 10.2562 7.8903 -4.3783 0.089
H 9.0933 9.2018 -4.7452 0.089
H 10.4571 7.3349 -6.9997 0.089
H 9.2941 8.6463 -7.3667 0.089
H 8.9402 6.9754 -7.8466 0.083
C -1.8762 -0.6922 9.3200 -0.026
C -0.7284 -0.3415 10.2309 -0.509
O 0.0186 -1.1963 10.6622 0.064
C -0.5446 1.1113 10.5849 -0.025
H -1.8874 -1.7705 9.1511 0.083
H -2.8212 -0.4006 9.7824 0.088
H -1.7549 -0.1876 8.3586 0.068
H -1.4305 1.4828 11.1036 0.087
H -0.3656 1.6952 9.6794 0.082
H 0.3175 1.2161 11.2453 0.084
```